1.
The following is a quantum chemistry calculation of one molecule with the formula C5H7BClNO2 at a distorted geometry, from the OMol25 dataset.

Gap between HOMO and LUMO ... 8.96 eV
Energy above the lowest of the compared OMol25 structures with the same formula, charge and spin ... 17.4 kcal per mole
Total charge ... 0
DFT total energy ... -885.02083 Eh
HOMO level ... -8.779 eV

Last column: Löwdin charge in e.
Element x y z (Å)
Cl (-3.011, -1.759, 0.962)  0.6478
O (-1.261, 2.363, -0.793)  0.1774
O (0.679, 1.782, 0.466)  0.1757
N (-0.440, -1.732, 1.366)  0.0127
C (-0.070, 0.283, -1.428)  0.0242
C (-1.411, -1.153, 0.812)  -0.6412
C (0.889, -1.357, 1.203)  -0.1659
C (0.788, -0.754, -1.216)  -0.0967
C (1.460, -0.921, 0.075)  -0.1121
B (-0.279, 1.503, -0.459)  -0.7526
H (0.987, -1.512, -1.950)  0.1051
H (1.526, -1.676, 2.025)  0.1073
H (-0.770, -0.051, -2.210)  0.1079
H (-1.350, -0.101, 0.560)  0.0541
H (2.566, -0.825, 0.222)  0.1212
H (0.937, 2.629, 0.845)  0.1171
H (-1.240, 3.281, -0.481)  0.1181

---

2.
The following is a quantum chemistry calculation of a 2-piece molecular cluster, C5H7BN2O overall at a distorted geometry, from the OMol25 dataset.

Gap between HOMO and LUMO ... 9.53 eV
Energy above the lowest of the compared OMol25 structures with the same formula, charge and spin ... 39.9 kcal per mole
Total charge ... 0
DFT total energy ... -404.30400 Eh
HOMO level ... -9.304 eV

Last column: Löwdin charge in e.
Element x y z (Å)
O (2.309, -0.699, 1.995)  0.1574
N (-1.792, -1.066, 0.272)  0.0296
N (2.123, 1.887, 2.244)  0.1049
C (-0.414, -1.521, -1.591)  -0.1120
C (-0.036, -0.198, -1.673)  -0.1474
C (-1.283, -1.935, -0.557)  -0.1670
C (-1.763, 0.184, -0.039)  -0.1384
C (-0.621, 0.760, -0.880)  -0.0371
B (2.028, 0.423, 1.891)  -0.4540
H (-0.298, -2.207, -2.591)  0.1540
H (-1.417, -3.026, -0.466)  0.1094
H (0.596, -0.042, -2.645)  0.1360
H (-2.506, 0.844, 0.530)  0.1203
H (1.158, 2.212, 2.550)  0.0837
H (2.613, 2.580, 1.622)  0.0830
H (-0.697, 1.803, -0.661)  0.0775

---

3.
The following is a quantum chemistry calculation of one molecule with the formula C5H7BOS at a distorted geometry, from the OMol25 dataset.

Gap between HOMO and LUMO ... 8.53 eV
Energy above the lowest of the compared OMol25 structures with the same formula, charge and spin ... 31.1 kcal per mole
Total charge ... 0
DFT total energy ... -692.98365 Eh
HOMO level ... -8.546 eV

Last column: Löwdin charge in e.
Element x y z (Å)
S (-2.036, 0.700, -1.258)  0.8320
O (-0.895, 1.583, 1.728)  0.1156
C (0.863, -0.259, 2.278)  -0.0010
C (0.518, -0.443, -1.152)  -0.1552
C (-1.347, -0.176, -2.653)  -0.4506
C (-0.160, 0.129, -0.169)  -0.0920
C (-0.111, -0.677, -2.433)  -0.2205
B (-0.100, 0.536, 1.258)  -0.5373
H (0.528, -0.980, -3.188)  0.0701
H (0.519, -0.204, 3.213)  0.0004
H (-1.736, -0.192, -3.659)  0.0627
H (-0.502, 1.917, 2.520)  0.0818
H (1.798, 0.239, 2.418)  0.0569
H (1.083, -1.354, 2.110)  0.0925
H (1.578, -0.819, -1.014)  0.1445

---

4.
The following is a quantum chemistry calculation of C5H7BaLiO5 as an isolated structure at a distorted geometry, from the OMol25 dataset.

Gap between HOMO and LUMO (spin up / spin down) ... 4.36 / 8.27 eV
Total charge ... +1
Spin multiplicity ... 2
DFT total energy ... -603.74104 Eh
HOMO level (spin up / spin down) ... -7.728 / -11.652 eV

Last column: Löwdin spin population.
Element x y z (Å)
Ba (-1.470, -2.173, 2.579)  0.6909
O (-1.714, -1.059, 0.346)  0.0380
O (0.734, 0.945, 0.594)  0.0083
O (0.713, -0.413, 2.290)  0.0976
O (-0.753, 2.215, -1.158)  0.0014
O (2.623, -0.135, 1.119)  0.0078
C (-1.224, -2.560, -1.438)  0.0094
C (1.415, 1.873, -0.242)  0.0024
C (1.492, 0.187, 1.390)  0.0144
C (-2.026, -1.707, -0.769)  0.0106
C (0.387, 2.613, -1.039)  0.0015
Li (-1.282, 0.691, -0.059)  0.0667
H (1.106, -0.508, 3.168)  0.0452
H (0.776, 3.443, -1.656)  0.0001
H (-3.011, -1.417, -1.159)  0.0003
H (1.979, 2.581, 0.383)  0.0004
H (-0.317, -3.016, -1.032)  0.0044
H (-1.569, -2.981, -2.383)  0.0003
H (2.141, 1.420, -0.934)  0.0004

---

5.
The following is a quantum chemistry calculation of one molecule with the formula C5H7Br at a distorted geometry, from the OMol25 dataset.

Gap between HOMO and LUMO ... 10.00 eV
Energy above the lowest of the compared OMol25 structures with the same formula, charge and spin ... 53.2 kcal per mole
Total charge ... 0
DFT total energy ... -2768.60256 Eh
HOMO level ... -9.130 eV

Last column: Löwdin charge in e.
Element x y z (Å)
Br (-0.599, 3.726, -0.183)  0.7637
C (-1.165, -0.291, -0.525)  -0.0228
C (-0.094, 0.592, 0.108)  -0.5291
C (-0.283, 2.045, 0.445)  -0.7115
C (1.256, 0.042, -0.111)  -0.0779
C (-0.353, 1.235, 1.452)  0.0163
H (1.151, -0.920, 0.419)  0.0900
H (1.393, -0.265, -1.194)  0.0912
H (2.172, 0.648, 0.165)  0.1076
H (-2.080, 0.032, -0.764)  0.0290
H (-0.530, 1.215, 2.436)  0.0637
H (-0.669, -0.745, -1.329)  0.0520
H (-1.442, -0.993, 0.358)  0.1278

---

6.
The following is a quantum chemistry calculation of an isolated ion of composition C5H7Br2N2O2 and charge +1 at a distorted geometry, from the OMol25 dataset.

Gap between HOMO and LUMO ... 9.55 eV
Energy above the lowest of the compared OMol25 structures with the same formula, charge and spin ... 18.7 kcal per mole
Total charge ... +1
DFT total energy ... -5602.42160 Eh
HOMO level ... -14.511 eV

Last column: Löwdin charge in e.
Element x y z (Å)
Br (4.255, 1.474, 0.178)  0.9332
Br (3.241, -2.105, -0.459)  0.6971
O (0.357, -1.740, 1.458)  0.2582
O (1.269, 2.153, -0.745)  0.2300
N (2.591, 0.631, 0.397)  -0.4458
N (0.363, 0.101, -0.005)  -0.1455
C (2.461, -0.672, 0.800)  -0.5786
C (0.970, -0.924, 0.892)  -0.3835
C (-0.866, 0.728, 0.591)  0.0850
C (1.472, 1.159, -0.196)  -0.4856
C (-0.092, -0.417, -1.270)  0.0350
H (-0.937, -1.019, -1.154)  0.1195
H (0.661, -1.009, -1.783)  0.1160
H (-0.588, 1.039, 1.594)  0.1309
H (-0.989, 1.538, -0.075)  0.1068
H (3.096, -0.918, 1.679)  0.1245
H (-0.164, 0.263, -1.985)  0.0812
H (-1.695, 0.056, 0.676)  0.1215

---

7.
The following is a quantum chemistry calculation of C5H7Br4NO2 as an isolated structure at a distorted geometry, from the OMol25 dataset.

Gap between HOMO and LUMO ... 8.65 eV
Energy above the lowest of the compared OMol25 structures with the same formula, charge and spin ... 56.8 kcal per mole
Total charge ... 0
DFT total energy ... -10695.80759 Eh
HOMO level ... -9.706 eV

Last column: Löwdin charge in e.
Element x y z (Å)
Br (-1.175, 2.579, 0.226)  0.7593
Br (0.622, 2.286, -2.548)  0.7750
Br (-2.789, -0.870, 0.761)  0.6771
Br (2.287, 1.739, 0.105)  0.8212
O (2.384, -0.728, -1.332)  0.0353
O (0.698, -0.502, -2.688)  0.0008
N (1.441, -0.153, -1.784)  -0.5459
C (1.061, 1.105, -1.158)  -1.1810
C (-0.108, -1.623, 0.105)  -0.1138
C (-0.924, 0.846, -0.429)  -0.6849
C (-0.817, -0.298, 0.663)  -0.8103
C (-0.292, 0.199, 2.017)  -0.1487
H (-0.463, -1.965, -0.855)  0.0768
H (-0.857, 0.970, 2.475)  0.0399
H (-1.668, 0.483, -1.234)  0.0858
H (-0.499, -0.599, 2.701)  0.0798
H (0.974, -1.776, 0.324)  0.0990
H (-0.549, -2.277, 0.805)  0.0277
H (0.675, 0.586, 1.845)  0.0069

---

8.
The following is a quantum chemistry calculation of one molecule with the formula C5H7BrN2O2 at a distorted geometry, from the OMol25 dataset.

Gap between HOMO and LUMO ... 9.77 eV
Energy above the lowest of the compared OMol25 structures with the same formula, charge and spin ... 30.7 kcal per mole
Total charge ... 0
DFT total energy ... -3028.62230 Eh
HOMO level ... -9.036 eV

Last column: Löwdin charge in e.
Element x y z (Å)
Br (3.622, 0.447, -0.076)  0.6844
O (-0.773, -0.511, 0.972)  0.0244
O (-0.463, -1.776, -0.806)  -0.0359
N (-0.488, -0.414, -1.317)  0.0991
N (0.836, 0.955, 0.045)  0.0498
C (1.452, -1.285, 0.458)  -0.0349
C (-0.473, 0.435, -0.093)  -0.5579
C (-1.536, 1.523, -0.116)  0.0199
C (1.737, -0.037, 0.160)  -0.6950
C (0.006, -1.599, 0.499)  -0.3397
H (-1.229, 2.038, -1.024)  0.0979
H (1.015, 1.637, 0.779)  0.1512
H (-1.490, 1.967, 0.878)  0.0918
H (-2.585, 1.198, -0.097)  0.0967
H (-0.398, -2.384, 1.001)  0.1358
H (2.161, -2.001, 0.524)  0.0743
H (-1.393, -0.193, -1.788)  0.1382

---

9.
The following is a quantum chemistry calculation of a 2-piece molecular cluster, C5H7BrO overall at a distorted geometry, from the OMol25 dataset.

Gap between HOMO and LUMO ... 8.66 eV
Energy above the lowest of the compared OMol25 structures with the same formula, charge and spin ... 49.0 kcal per mole
Total charge ... 0
DFT total energy ... -2843.86076 Eh
HOMO level ... -8.900 eV

Last column: Löwdin charge in e.
Element x y z (Å)
Br (2.209, -1.083, 0.369)  0.6849
O (2.053, 2.583, 0.197)  0.2078
C (-0.727, -1.018, -0.974)  -0.1144
C (-1.126, -0.168, 1.307)  -0.1319
C (-1.089, -0.046, -0.194)  -0.2954
C (1.763, 0.411, -0.856)  -0.4820
C (1.900, 1.575, -0.302)  -0.3572
H (-0.838, -1.088, -2.060)  0.0767
H (-0.045, -0.100, 1.846)  0.0892
H (-1.639, -1.062, 1.553)  0.0508
H (1.030, 0.240, -1.643)  0.0474
H (-0.292, -1.880, -0.519)  0.0266
H (-1.649, 0.688, 1.794)  0.0708
H (-1.549, 0.949, -0.517)  0.1265